# C5H7NO

A molecular structure, C5H7NO (ωB97M-V/def2-TZVPD, the OMol25 dataset).

energy relative to the best compared isomer or geometry (same formula, charge and spin): 105.9 kcal/mol
maximum force: 1.56 eV/Å
LUMO energy: 0.544 eV
HOMO-LUMO gap: 10.68 eV
HOMO: -0.373 Eh

Structure (ORCA input):
```
! RIJCOSX wB97M-V def2-TZVPD def2/J DEFGRID3
* xyz 0 1
N 2.48981 -0.14192 0.38187
C 1.81848 -0.90575 -0.18656
O 0.93115 -1.57015 -0.83073
C -0.35439 -0.56395 -1.06893
C -1.17814 -0.54278 0.24110
C -0.82712 0.93086 0.25086
C -0.09304 0.88893 -0.87016
H 1.11457 0.59218 1.57686
H -0.73438 -0.94482 -2.01550
H -0.68642 -1.19194 0.96980
H -2.25304 -0.75258 0.22864
H 0.47308 0.84222 1.86115
H -1.17149 1.73693 0.89603
H 0.47094 1.62280 -1.43443
*
```

Atom charges from the Löwdin analysis, given in e for atoms 1 to 6: 0.134, -0.421, 0.002, -0.130, -0.110, -0.118

=====

# C5H7NO

A single C5H7NO molecule (ωB97M-V/def2-TZVPD, the OMol25 dataset).

energy relative to the best compared isomer or geometry (same formula, charge and spin): 38.9 kcal/mol
maximum force: 1.09 eV/Å
LUMO energy: 0.194 eV
HOMO-LUMO gap: 10.26 eV
HOMO: -0.370 Eh

Structure (ORCA input):
```
! RIJCOSX wB97M-V def2-TZVPD def2/J DEFGRID3
* xyz 0 1
C -1.63655 -1.11403 0.19551
C -0.36663 -0.46426 0.63889
C 0.15333 0.67317 0.14960
C -0.57963 1.50671 -0.76110
N -1.17491 2.21255 -1.46100
C 1.65837 0.79072 0.14854
O 2.01402 -0.15263 -0.85338
H -2.45423 -0.90197 0.88675
H -1.50742 -2.20178 0.15789
H -1.91937 -0.77862 -0.80783
H 0.24884 -0.99028 1.37152
H 2.04014 1.77672 -0.13408
H 2.08212 0.52006 1.12577
H 1.34577 -0.85088 -0.71100
*
```

Atom charges from the Löwdin analysis, given in e for atoms 1 to 6: -0.072, -0.110, -0.242, -0.177, 0.168, -0.215

=====

# C5H7NO

A single C5H7NO molecule (ωB97M-V/def2-TZVPD, the OMol25 dataset).

energy relative to the best compared isomer or geometry (same formula, charge and spin): 52.4 kcal/mol
maximum force: 0.84 eV/Å
LUMO energy: 0.915 eV
HOMO-LUMO gap: 10.72 eV
HOMO: -0.360 Eh

Structure (ORCA input):
```
! RIJCOSX wB97M-V def2-TZVPD def2/J DEFGRID3
* xyz 0 1
C -2.26596 0.18293 0.89603
C -1.10963 0.50127 1.00358
C 0.31292 0.85501 1.04653
C 1.23849 -0.11214 0.23261
N 0.46787 -1.05664 -0.56492
C 0.13340 -0.62183 -1.84034
O -0.99029 -0.57115 -2.28956
H -3.28656 -0.10682 0.77290
H 0.63875 0.87276 2.09006
H 0.40559 1.87400 0.65953
H 1.85808 0.48861 -0.44152
H 1.92190 -0.63518 0.91028
H -0.37410 -1.31275 -0.05565
H 1.04955 -0.35806 -2.41954
*
```

Atom charges from the Löwdin analysis, given in e for atoms 1 to 6: 0.124, -0.158, -0.171, -0.192, -0.007, -0.355

=====

# C5H7NO

A single C5H7NO molecule (ωB97M-V/def2-TZVPD, the OMol25 dataset).

energy relative to the best compared isomer or geometry (same formula, charge and spin): 64.4 kcal/mol
maximum force: 0.48 eV/Å
LUMO energy: 0.879 eV
HOMO-LUMO gap: 9.59 eV
HOMO: -0.320 Eh

Structure (ORCA input):
```
! RIJCOSX wB97M-V def2-TZVPD def2/J DEFGRID3
* xyz 0 1
C 1.40699 -0.34149 1.04518
C 0.07703 -0.28631 0.29377
C -1.11762 -0.09372 1.18279
O -2.19189 0.29614 0.77721
C -0.05073 -1.04060 -1.01035
C -0.17589 0.24236 -1.09613
N -0.43441 1.42132 -1.74639
H 1.59845 -1.37916 1.35108
H 1.41351 0.26808 1.95653
H 2.24547 -0.02844 0.41733
H -0.95102 -0.24274 2.27240
H 0.02154 -2.02931 -1.43180
H -1.18761 1.92206 -1.28450
H -0.65384 1.29180 -2.72713
*
```

Atom charges from the Löwdin analysis, given in e for atoms 1 to 6: -0.050, -0.365, -0.211, 0.043, 0.082, -0.272

=====

# C5H7NO

2 unconnected molecules or ions with the total composition C5H7NO (ωB97M-V/def2-TZVPD, the OMol25 dataset).

energy relative to the best compared isomer or geometry (same formula, charge and spin): 95.2 kcal/mol
maximum force: 4.09 eV/Å
LUMO energy: -0.776 eV
HOMO-LUMO gap: 8.23 eV
HOMO: -0.331 Eh

Structure (ORCA input):
```
! RIJCOSX wB97M-V def2-TZVPD def2/J DEFGRID3
* xyz 0 1
H -0.57647 1.54908 1.20437
N -1.15893 0.63044 1.04309
C -0.57344 -0.46267 1.04668
C -1.32988 -1.69686 0.73322
H 0.48458 -0.73874 1.27326
H -2.48919 -1.59335 0.57782
H -1.06376 -2.67499 1.24649
H -1.05685 -1.93886 -0.36873
C 1.13494 2.11613 -0.73242
C 1.17667 0.89298 -1.17452
C 1.56154 -0.18507 -1.74281
O 1.82690 -1.28716 -2.00789
H 0.28039 2.44337 -0.06599
H 1.78351 2.94571 -1.03258
*
```

Atom charges from the Löwdin analysis, given in e for atoms 1 to 6: 0.069, 0.066, -0.391, -0.126, 0.118, 0.105

=====

# C5H7NO

A single C5H7NO molecule (ωB97M-V/def2-TZVPD, the OMol25 dataset).

energy relative to the best compared isomer or geometry (same formula, charge and spin): 69.6 kcal/mol
maximum force: 0.59 eV/Å
LUMO energy: 0.444 eV
HOMO-LUMO gap: 6.76 eV
HOMO: -0.232 Eh

Structure (ORCA input):
```
! RIJCOSX wB97M-V def2-TZVPD def2/J DEFGRID3
* xyz 0 1
O 0.97892 2.03917 0.90598
C 0.65532 1.09621 0.23827
C 1.39109 -0.15728 -0.10884
C 0.50212 -1.37575 -0.08299
C -0.81987 -1.24478 0.21441
C -1.53086 -0.03286 0.18362
N -0.71881 1.09145 -0.36553
H 2.24342 -0.22118 0.57402
H 1.83101 0.03296 -1.10499
H 0.97202 -2.34374 -0.19940
H -1.40135 -2.14012 0.43763
H -2.31595 0.27467 0.85554
H -0.64361 0.98343 -1.38495
H -1.14344 1.99784 -0.16278
*
```

Atom charges from the Löwdin analysis, given in e for atoms 1 to 6: 0.130, -0.373, -0.135, -0.159, -0.207, -0.162

=====

# C5H7NO

A molecular structure, C5H7NO (ωB97M-V/def2-TZVPD, the OMol25 dataset).

energy relative to the best compared isomer or geometry (same formula, charge and spin): 117.7 kcal/mol
maximum force: 3.37 eV/Å
LUMO energy: 0.982 eV
HOMO-LUMO gap: 9.24 eV
HOMO: -0.303 Eh

Structure (ORCA input):
```
! RIJCOSX wB97M-V def2-TZVPD def2/J DEFGRID3
* xyz 0 1
C 1.00734 -1.34398 -0.12331
C 1.37470 -0.05772 -0.12585
C -0.52350 -0.04662 -0.16518
C 2.54923 0.82899 0.06163
C -2.84990 0.16804 0.09252
N -0.48062 -1.32096 -0.14689
O -1.57934 0.74457 -0.10222
H 1.60332 -2.25926 -0.17259
H 3.32760 0.21949 0.73811
H 2.33048 1.87768 0.48154
H 2.88338 1.03180 -0.97224
H -3.52986 0.61936 -0.72278
H -3.21080 0.43316 1.22542
H -2.90204 -0.89454 -0.06818
*
```

Atom charges from the Löwdin analysis, given in e for atoms 1 to 6: -0.116, -0.117, -0.260, -0.106, -0.093, 0.062

=====

# C5H7NO

2 unconnected molecules or ions with the total composition C5H7NO (ωB97M-V/def2-TZVPD, the OMol25 dataset).

energy relative to the best compared isomer or geometry (same formula, charge and spin): 79.3 kcal/mol
maximum force: 3.98 eV/Å
LUMO energy: 0.637 eV
HOMO-LUMO gap: 8.97 eV
HOMO: -0.306 Eh

Structure (ORCA input):
```
! RIJCOSX wB97M-V def2-TZVPD def2/J DEFGRID3
* xyz 0 1
C 0.20090 -1.90017 0.27753
C 0.09996 -0.45713 0.20860
C -1.13702 0.02781 0.04064
N -1.03582 1.34246 -0.47479
C 0.29803 1.79646 -0.43378
O 0.67148 2.90813 -0.72814
C 1.12295 0.64559 0.15085
H 1.12548 -2.24488 0.80612
H 0.05297 -2.49528 -0.60855
H -1.26303 -2.09201 0.43799
H -1.85101 -0.97566 0.11571
H -1.76879 2.03160 -0.49136
H 1.47082 0.97550 1.14582
H 2.01309 0.43758 -0.44663
*
```

Atom charges from the Löwdin analysis, given in e for atoms 1 to 6: -0.049, -0.367, -0.088, 0.093, -0.444, 0.072

=====

Question: Look up the HOMO of the seventh one.
Answer: -0.303 Eh

=====

Question: Which value of LUMO energy does entry 1 give?
Answer: 0.544 eV

=====

Copy entry 6 word for word.
# C5H7NO

A single C5H7NO molecule (ωB97M-V/def2-TZVPD, the OMol25 dataset).

energy relative to the best compared isomer or geometry (same formula, charge and spin): 69.6 kcal/mol
maximum force: 0.59 eV/Å
LUMO energy: 0.444 eV
HOMO-LUMO gap: 6.76 eV
HOMO: -0.232 Eh

Structure (ORCA input):
```
! RIJCOSX wB97M-V def2-TZVPD def2/J DEFGRID3
* xyz 0 1
O 0.97892 2.03917 0.90598
C 0.65532 1.09621 0.23827
C 1.39109 -0.15728 -0.10884
C 0.50212 -1.37575 -0.08299
C -0.81987 -1.24478 0.21441
C -1.53086 -0.03286 0.18362
N -0.71881 1.09145 -0.36553
H 2.24342 -0.22118 0.57402
H 1.83101 0.03296 -1.10499
H 0.97202 -2.34374 -0.19940
H -1.40135 -2.14012 0.43763
H -2.31595 0.27467 0.85554
H -0.64361 0.98343 -1.38495
H -1.14344 1.99784 -0.16278
*
```

Atom charges from the Löwdin analysis, given in e for atoms 1 to 6: 0.130, -0.373, -0.135, -0.159, -0.207, -0.162